No. 1
{
  "formula": "C6H15N2S",
  "method": "ωB97M-V/def2-TZVPD",
  "species": ["C", "C", "C", "C", "N", "C", "C", "N", "S", "H", "H", "H", "H", "H", "H", "H", "H", "H", "H", "H", "H", "H", "H", "H"],
  "xyz": [[-2.0471, 0.7303, -0.7930], [-1.6914, -0.2202, 0.3728], [-2.5579, -1.5124, 0.4192], [-0.2447, -0.5990, 0.1006], [0.6931, 0.5094, 0.1982], [1.2623, 0.9798, -1.0820], [2.2506, 0.3058, -0.1213], [2.7797, 1.1433, 0.9663], [3.0378, -1.2726, -0.4601], [-3.1848, 0.8652, -0.8516], [-1.3739, 1.5895, -0.7718], [-1.8977, 0.3243, -1.7892], [-1.8842, 0.3074, 1.3317], [-3.5521, -1.3857, -0.1128], [-2.9349, -1.7798, 1.4698], [-2.0810, -2.3558, -0.1021], [0.1487, -1.1842, 0.9133], [-0.0779, -0.9030, -0.9786], [1.2469, 2.0698, -1.2596], [0.9995, 0.4151, -1.9210], [2.3954, 0.9224, 1.8993], [2.3708, 2.0389, 0.8031], [3.7290, 0.9263, 1.1028], [2.6138, -1.9151, 0.6657]],
  "charge": 1,
  "relative_energy_kj_mol": 305.4,
  "fmax_ev_per_a": 4.31,
  "smiles": "CC(C)CN1C[C@]1([NH3+])S",
  "multiplicity": 1,
  "homo_lumo_gap_ev": 10.39
}

=====

No. 2
{
  "formula": "C30H28ClN7O5STi",
  "method": "ωB97M-V/def2-TZVPD",
  "species": ["Ti", "O", "C", "O", "C", "C", "C", "N", "C", "C", "C", "C", "C", "C", "C", "N", "C", "C", "C", "C", "C", "N", "H", "H", "H", "H", "H", "H", "H", "H", "H", "H", "N", "C", "C", "O", "N", "C", "C", "O", "O", "H", "H", "H", "H", "H", "H", "S", "C", "N", "C", "C", "N", "H", "H", "H", "H", "H", "H", "Cl", "C", "C", "C", "C", "C", "C", "C", "H", "H", "H", "H", "H", "H"],
  "xyz": [[0.4340, -0.3282, 0.1342], [5.7581, -0.0857, -4.0143], [4.6042, -0.2117, -4.4463], [4.0334, -0.1467, -5.5388], [3.6278, -0.5891, -3.3611], [4.1109, -1.0296, -2.1071], [3.2139, -1.5274, -1.1607], [1.8434, -1.3794, -1.3197], [1.4001, -1.1363, -2.5871], [2.2355, -0.6281, -3.5796], [-0.0507, -1.3029, -2.7818], [-0.7940, -1.0846, -3.9718], [-2.1891, -1.3034, -4.0367], [-2.7960, -1.6448, -2.8280], [-2.0187, -1.7121, -1.6653], [-0.6777, -1.5546, -1.6076], [3.7145, -2.2415, 0.0267], [5.0694, -2.2296, 0.4658], [5.4755, -3.0668, 1.5247], [4.5285, -3.8859, 2.1130], [3.2285, -3.7867, 1.6597], [2.8202, -2.9920, 0.6800], [5.1463, -1.1321, -1.8402], [1.7365, -0.2576, -4.4691], [-0.2023, -0.7208, -4.8015], [-2.7236, -1.2167, -4.9783], [-3.8562, -1.8022, -2.6907], [-2.5078, -1.9115, -0.7211], [5.7602, -1.5335, 0.0242], [6.5202, -3.0384, 1.8283], [4.7585, -4.6021, 2.9035], [2.4353, -4.3654, 2.1150], [2.0658, 0.8934, 0.7832], [2.3874, 2.0037, -0.1544], [1.0509, 2.4362, -0.8185], [0.8282, 3.6320, -1.0213], [0.2662, 1.3666, -1.0563], [-1.1276, 1.7047, -1.3652], [-2.0775, 1.1817, -0.2248], [-2.3932, 2.4948, 0.7545], [-1.3702, 0.2608, 0.5455], [1.7397, 1.2616, 1.6829], [2.8958, 0.3541, 1.0482], [3.0915, 1.6586, -0.9137], [2.8101, 2.8658, 0.3739], [-1.4246, 1.2429, -2.3135], [-1.1532, 2.7989, -1.4935], [-3.6659, 0.5141, -0.5577], [-3.6080, 2.9538, 0.6505], [-4.1590, 3.6058, -0.4173], [-5.5849, 3.8980, -0.2247], [-5.8031, 3.4578, 1.2728], [-4.5502, 2.7680, 1.6358], [-3.8526, 3.2749, -1.3445], [-6.2493, 3.3109, -0.8757], [-5.8269, 4.9593, -0.3725], [-6.7302, 2.8877, 1.4202], [-5.8849, 4.3476, 1.9076], [-4.6013, 1.7834, 1.9648], [-2.2987, -2.5414, 1.8879], [-1.6659, -1.3507, 2.9674], [-2.5099, -0.7320, 3.8953], [-2.0148, 0.1854, 4.8458], [-0.6605, 0.4922, 4.8761], [0.2036, -0.1200, 3.9568], [-0.2751, -0.9888, 2.9468], [0.6630, -1.4916, 1.9835], [-3.5665, -0.9741, 3.8636], [-2.7211, 0.6174, 5.5560], [-0.2464, 1.1943, 5.6049], [1.2698, 0.0782, 3.9935], [0.4005, -2.4334, 1.5038], [1.7103, -1.4049, 2.2638]],
  "charge": -2,
  "relative_energy_kj_mol": 227.1,
  "fmax_ev_per_a": 3.81,
  "multiplicity": 3,
  "homo_lumo_gap_ev": [3.22, 5.88]
}

=====

No. 3
{
  "formula": "C64H52CoN8O5S",
  "method": "ωB97M-V/def2-TZVPD",
  "species": ["Co", "C", "O", "C", "C", "C", "C", "C", "C", "C", "C", "C", "C", "C", "N", "C", "C", "C", "C", "C", "C", "C", "C", "C", "C", "O", "C", "C", "C", "C", "N", "C", "C", "C", "C", "C", "C", "O", "C", "C", "C", "C", "C", "C", "C", "N", "C", "C", "N", "C", "C", "C", "C", "O", "C", "C", "C", "H", "H", "H", "H", "H", "H", "H", "H", "H", "H", "H", "H", "H", "H", "H", "H", "H", "H", "H", "H", "H", "H", "H", "H", "H", "H", "H", "H", "H", "H", "H", "H", "H", "H", "H", "H", "S", "C", "C", "N", "C", "H", "H", "H", "C", "C", "C", "C", "C", "N", "C", "O", "N", "C", "C", "C", "C", "N", "C", "C", "C", "H", "H", "H", "H", "H", "H", "H", "H", "H", "H", "H", "H", "H"],
  "xyz": [[-0.9278, -0.2410, 0.0558], [-1.7564, -2.4696, -9.5213], [-2.7490, -1.9170, -8.6682], [-2.4328, -1.7146, -7.3747], [-3.4583, -1.2089, -6.5704], [-3.2303, -0.9475, -5.2391], [-1.9798, -1.2023, -4.6643], [-0.9720, -1.7209, -5.4689], [-1.1829, -1.9722, -6.8184], [-1.7273, -0.9378, -3.2335], [-1.9511, 0.3973, -2.7142], [-2.3501, 1.4930, -3.5283], [-2.4437, 2.5744, -2.7045], [-2.0704, 2.1259, -1.4081], [-1.7749, 0.7782, -1.4331], [-2.0202, 2.9500, -0.2927], [-1.5087, 2.5494, 0.9507], [-1.4055, 3.4014, 2.0781], [-0.5967, 2.7593, 2.9743], [-0.2244, 1.5287, 2.3757], [0.7406, 0.6049, 2.9325], [1.4517, 0.9865, 4.1717], [2.2311, 2.1387, 4.2364], [2.8457, 2.5312, 5.4155], [2.6551, 1.7788, 6.5739], [3.1782, 2.0884, 7.7757], [3.8351, 3.3405, 7.9204], [1.8886, 0.6146, 6.5211], [1.2987, 0.2264, 5.3378], [0.8906, -0.6453, 2.4121], [0.0356, -1.1491, 1.4342], [0.0369, -2.4539, 1.5476], [-1.1533, -3.1338, 0.9469], [-1.4482, -4.5215, 1.4503], [-2.7597, -4.6021, 1.8918], [-3.2470, -5.7695, 2.4657], [-2.3940, -6.8639, 2.5759], [-2.7498, -8.0437, 3.1362], [-3.9819, -8.0991, 3.8411], [-1.0914, -6.8027, 2.0721], [-0.6151, -5.6323, 1.5135], [-1.1575, -3.0134, -0.5278], [-1.3469, -4.0308, -1.5238], [-1.4503, -3.3753, -2.7072], [-1.3644, -1.9586, -2.4189], [-1.1220, -1.8111, -1.0480], [1.0145, -2.8977, 2.4976], [1.5827, -1.7654, 3.0032], [-0.8258, 1.3751, 1.1759], [-2.3943, 4.3847, -0.4498], [-3.7242, 4.7987, -0.4265], [-4.0458, 6.1422, -0.4266], [-3.0384, 7.1031, -0.4465], [-3.4401, 8.3921, -0.4098], [-2.4545, 9.3883, -0.1787], [-1.7056, 6.7023, -0.5299], [-1.3956, 5.3501, -0.5097], [-2.2234, -2.5704, -10.4956], [-1.4372, -3.4523, -9.1678], [-0.8918, -1.8073, -9.5995], [-4.4289, -1.0362, -7.0155], [-4.0393, -0.5768, -4.6213], [0.0069, -1.9093, -5.0434], [-0.3748, -2.3631, -7.4187], [-2.5453, 1.4459, -4.5853], [-2.7237, 3.5856, -2.9478], [-1.8808, 4.3637, 2.1743], [-0.3021, 3.0904, 3.9556], [2.3901, 2.7249, 3.3392], [3.4714, 3.4116, 5.4207], [4.0140, 3.4646, 8.9836], [3.2067, 4.1574, 7.5607], [4.7888, 3.3474, 7.3887], [1.7587, 0.0391, 7.4278], [0.6838, -0.6641, 5.3180], [-4.0744, -3.3967, 0.7021], [-4.2773, -5.8272, 2.7876], [-3.9647, -9.0256, 4.4066], [-4.8302, -8.1109, 3.1533], [-4.0801, -7.2554, 4.5269], [-0.4722, -7.6871, 2.1395], [0.3980, -5.5955, 1.1272], [-1.4373, -5.0872, -1.3322], [-1.6707, -3.7962, -3.6737], [1.2170, -3.9201, 2.7696], [2.3433, -1.6928, 3.7623], [-4.5165, 4.0597, -0.4032], [-5.0766, 6.4696, -0.4052], [-2.9966, 10.3017, 0.0452], [-1.8339, 9.5467, -1.0632], [-1.8212, 9.1206, 0.6697], [-0.9107, 7.4295, -0.6109], [-0.3561, 5.0453, -0.5545], [-5.3096, -1.1820, 0.3161], [-3.5194, -3.3262, 1.6354], [-2.4061, -2.2702, 1.5246], [-2.6144, -0.9716, 0.8559], [-3.7741, -0.5526, 0.3490], [-4.2375, -3.0826, 2.4161], [-2.0909, -2.0120, 2.5373], [-3.6917, 0.4455, -0.0658], [5.9421, 2.0349, 2.2115], [5.8412, 1.2496, 0.9308], [6.4190, 1.7045, -0.2485], [6.3122, 0.9821, -1.4281], [5.6335, -0.2285, -1.4510], [5.5628, -0.9315, -2.6807], [4.6323, -1.8255, -3.1366], [4.8708, -2.6269, -4.0114], [3.3717, -1.7744, -2.5369], [2.6678, -0.6434, -2.1227], [2.9612, 0.6496, -2.5431], [2.1982, 1.6956, -2.0601], [1.1435, 1.4360, -1.2062], [0.8468, 0.1939, -0.8205], [1.6030, -0.8162, -1.2495], [5.0791, -0.7150, -0.2718], [5.1746, 0.0274, 0.8933], [6.6405, 2.8641, 2.1113], [6.2830, 1.4014, 3.0310], [4.9713, 2.4453, 2.4975], [6.9605, 2.6428, -0.2515], [6.7604, 1.3620, -2.3393], [6.3846, -0.9023, -3.2652], [2.8489, -2.6276, -2.6581], [3.7751, 0.8328, -3.2308], [2.4109, 2.7133, -2.3553], [0.5210, 2.2260, -0.8133], [1.3749, -1.8049, -0.8740], [4.5897, -1.6797, -0.2541], [4.7330, -0.3662, 1.8024]],
  "charge": 1,
  "fmax_ev_per_a": 0.78,
  "multiplicity": 1,
  "homo_lumo_gap_ev": 4.70
}